[1]
Density functional theory data (ωB97M-V/def2-TZVPD) for one molecule with the formula C2H4N2S2 in a non-equilibrium geometry.

Last column: natural (NBO) charge in e.
Positions of all 10 atoms, in Å:
N  -1.266  0.400  1.388  -0.7579
C  -0.429  0.985  0.539  0.0600
S  -0.152  2.623  0.464  -0.1361
C  0.374  -0.031  -0.227  0.0307
N  0.054  -1.270  -0.142  -0.5356
S  0.821  -2.426  -1.239  0.1822
H  -1.444  -0.605  1.228  0.4236
H  -1.767  0.967  2.054  0.4149
H  1.183  0.306  -0.818  0.1888
H  0.141  -3.442  -0.660  0.1293

## Properties
relative energy (zero: lowest compared OMol25 entry of this formula, charge and spin)	130.1	kJ/mol
HOMO-LUMO gap	8.22	eV
multiplicity	1

[2]
Density functional theory data (ωB97M-V/def2-TZVPD) for one molecule with the formula C2H4N2S2 in a non-equilibrium geometry.

Last column: natural (NBO) charge in e.
Positions of all 10 atoms, in Å:
H  -0.562  1.643  1.044  0.3493
N  0.344  1.153  1.012  -0.6989
C  0.283  0.030  0.382  0.3608
N  1.334  -0.835  0.429  -0.7951
C  -0.792  -0.383  -0.638  -0.3473
S  -1.183  -1.971  -0.972  0.0311
S  -1.626  0.898  -1.454  0.1511
H  1.841  -0.614  1.271  0.4004
H  1.077  -1.807  0.243  0.4061
H  -0.717  1.885  -1.317  0.1426

## Properties
relative energy (zero: lowest compared OMol25 entry of this formula, charge and spin)	110.2	kJ/mol
HOMO-LUMO gap	8.05	eV
multiplicity	1

[3]
Density functional theory data (ωB97M-V/def2-TZVPD) for one molecule with the formula C2H4N2S2 in a non-equilibrium geometry.

Last column: natural (NBO) charge in e.
Positions of all 10 atoms, in Å:
H  2.857  0.409  0.154  0.3599
N  2.718  -0.687  0.071  -0.6383
C  1.557  -1.060  -0.122  0.2726
N  0.414  -0.264  0.068  -0.5789
S  0.475  1.539  -0.062  0.1253
C  -0.827  -0.945  0.087  -0.1256
S  -2.284  -0.249  -0.038  -0.0358
H  1.299  -2.208  -0.397  0.1908
H  -0.795  1.943  0.720  0.2051
H  -0.723  -2.094  0.365  0.2249

## Properties
relative energy (zero: lowest compared OMol25 entry of this formula, charge and spin)	288.4	kJ/mol
HOMO-LUMO gap	8.92	eV
multiplicity	1

[4]
Density functional theory data (ωB97M-V/def2-TZVPD) for an isolated ion of composition C2H4N3 and charge +1 in a non-equilibrium geometry.

Last column: natural (NBO) charge in e.
Positions of all 9 atoms, in Å:
C  0.873  -0.169  0.915  0.3408
N  -0.270  -0.557  0.526  -0.4296
C  -0.601  0.368  -0.828  -0.1021
N  0.497  1.170  -0.889  -0.0029
N  1.253  0.953  0.058  -0.0963
H  1.440  -0.667  1.648  0.2663
H  -0.838  -1.387  0.529  0.4640
H  -1.504  0.764  -0.445  0.2773
H  -0.850  -0.474  -1.514  0.2825

## Properties
charge	+1
relative energy (zero: lowest compared OMol25 entry of this formula, charge and spin)	271.5	kJ/mol
HOMO-LUMO gap	9.40	eV
multiplicity	1

[5]
Density functional theory data (ωB97M-V/def2-TZVPD) for an isolated ion of composition C2H4N3 and charge +1 in a non-equilibrium geometry.

Last column: natural (NBO) charge in e.
Positions of all 9 atoms, in Å:
C  -1.133  -0.307  -0.200  -0.7434
C  0.202  0.297  -0.539  0.6205
N  1.215  0.072  -1.343  -0.1665
N  1.877  -0.016  -0.220  0.2557
N  1.159  0.745  0.637  -0.3457
H  -1.799  -0.639  -1.066  0.3243
H  -1.762  0.370  0.404  0.3104
H  -0.896  -0.983  0.728  0.3199
H  1.137  0.462  1.600  0.4249

## Properties
charge	+1
relative energy (zero: lowest compared OMol25 entry of this formula, charge and spin)	539.5	kJ/mol
HOMO-LUMO gap	10.26	eV
multiplicity	1

[6]
Density functional theory data (ωB97M-V/def2-TZVPD) for a 2-piece molecular cluster, C2H4N3S2 overall in a non-equilibrium geometry.

Last column: natural (NBO) charge in e.
Positions of all 11 atoms, in Å:
C  -0.543  -1.166  -1.275  0.2110
C  0.002  0.380  0.211  0.6095
N  0.355  -1.699  -0.552  -0.2149
N  0.729  -0.691  0.351  -0.3924
N  -0.751  0.125  -0.869  -0.5692
S  -0.787  3.769  0.913  0.0400
S  1.888  -1.124  1.533  0.3175
H  -1.017  -1.611  -2.268  0.2869
H  -1.438  0.751  -1.106  0.4486
H  0.239  3.630  1.685  0.0940
H  1.324  -2.363  1.379  0.1691

## Properties
charge	+1
relative energy (zero: lowest compared OMol25 entry of this formula, charge and spin)	213.3	kJ/mol
HOMO-LUMO gap (spin up / spin down)	7.46 / 5.97	eV
multiplicity	1

[7]
Density functional theory data (ωB97M-V/def2-TZVPD) for one molecule with the formula C2H4N4.

Last column: natural (NBO) charge in e.
Positions of all 10 atoms, in Å:
N  -2.053  -0.029  -0.051  -0.8164
C  -0.773  -0.390  -0.256  0.1635
N  1.833  -0.755  -0.990  -0.1620
C  2.120  -0.586  0.207  0.1698
N  1.480  0.573  -0.258  -0.1759
N  0.076  0.597  0.054  -0.5112
H  -2.363  0.755  0.520  0.3574
H  -2.786  -0.683  -0.272  0.3925
H  2.550  -1.065  1.080  0.2142
H  -0.200  1.572  0.022  0.3681

## Properties
relative energy (zero: lowest compared OMol25 entry of this formula, charge and spin)	515.8	kJ/mol
HOMO-LUMO gap	9.62	eV
multiplicity	1

[8]
Density functional theory data (ωB97M-V/def2-TZVPD) for C2H4N4 as an isolated structure in a non-equilibrium geometry.

Last column: natural (NBO) charge in e.
Positions of all 10 atoms, in Å:
C  -0.417  -0.525  -1.467  0.1643
C  -0.184  0.779  0.514  -0.1316
N  -0.292  -1.629  -0.800  -0.2718
N  0.509  0.216  -0.691  -0.2903
N  0.588  -1.020  0.103  0.0255
N  0.070  -0.415  1.261  -0.1661
H  -0.999  -0.146  -2.419  0.2278
H  0.068  1.766  0.792  0.2202
H  -1.321  0.575  0.371  0.2098
H  1.979  0.399  2.337  0.0123

## Properties
relative energy (zero: lowest compared OMol25 entry of this formula, charge and spin)	943.9	kJ/mol
HOMO-LUMO gap (spin up / spin down)	9.10 / 9.51	eV
multiplicity	1